Record 1
The following is a DFT calculation (ωB97M-V/def2-TZVPD) of one molecule with the formula C4H5FOS at a distorted geometry.

The geometry in XYZ format:
```
12
Properties=species:S:1:pos:R:3
C 1.477 0.262 1.031
C -0.009 0.614 1.180
C -0.623 -0.421 -0.837
C -1.479 -0.464 -1.860
H 2.019 0.934 1.721
H 1.601 -0.823 1.315
H 0.066 -1.203 -0.566
H -2.205 0.251 -1.926
H -1.463 -1.318 -2.566
O -0.749 0.606 0.094
F 1.963 0.479 -0.231
S -0.597 1.083 2.645
```

As for the SMILES: C=COC(=S)CF. Its multiplicity is 1. As for the orbital gap: 0.332 Eh. The HOMO energy comes out at -0.336 hartree. The value obtained for the energy is -728.639242 a.u. The max |F| is 3.4 eV/A.

Atom charges from the Mulliken analysis, given in e for atoms 1 to 4: number 1, C, carries -0.316; number 2, C, carries 0.315; number 3, C, carries 0.176; number 4, C, carries -0.748

Record 2
The following is a DFT calculation (ωB97M-V/def2-TZVPD) of a 2-piece molecular cluster, CH3F3Si overall at a distorted geometry.

The geometry in XYZ format:
```
8
Properties=species:S:1:pos:R:3
C -3.004 -0.090 0.107
F -3.485 -1.153 -0.501
F -3.354 0.967 -0.644
F -3.659 0.097 1.257
Si -0.005 0.048 -0.074
H -0.040 0.808 -1.198
H 0.489 0.502 1.297
H 0.385 -1.314 -0.346
```

Its multiplicity is 1. As for the orbital gap: 0.291 Eh. The HOMO energy comes out at -0.329 hartree. The value obtained for the energy is -628.860347 a.u. The max |F| is 4.6 eV/A.

Atom charges from the Mulliken analysis, given in e for atoms 1 to 4: number 1, C, carries 0.234; number 2, F, carries -0.197; number 3, F, carries -0.196; number 4, F, carries -0.207

Record 3
The following is a DFT calculation (ωB97M-V/def2-TZVPD) of one molecule with the formula C3H6Br2O2 at a distorted geometry.

The geometry in XYZ format:
```
13
Properties=species:S:1:pos:R:3
C 0.535 0.028 -1.502
C 0.704 -0.338 -0.042
C -0.535 -0.091 0.782
O -0.381 -0.457 2.034
O -0.924 1.166 0.657
Br 2.068 0.755 0.749
Br -2.122 -1.489 0.198
H 0.582 1.123 -1.554
H -0.541 -0.183 -1.773
H 1.231 -0.633 -2.083
H 1.062 -1.379 0.167
H -0.905 0.154 2.648
H -0.773 1.343 -0.280
```

As for the SMILES: C[C@@H](Br)C(O)(O)Br. Its multiplicity is 1. As for the orbital gap: 0.373 Eh. The HOMO energy comes out at -0.360 hartree. The value obtained for the energy is -5416.401242 a.u. The max |F| is 3.1 eV/A.

Atom charges from the Mulliken analysis, given in e for atoms 1 to 4: number 1, C, carries -1.204; number 2, C, carries 0.088; number 3, C, carries 0.124; number 4, O, carries -0.422

Quick rundown of ΔE to the lowest compared entry with this formula, charge and spin, same order as above: 1.3023; 9.5852; 0.6928 eV
Quick rundown of lowest unoccupied orbital energy, same order as above: -0.111; -1.047; 0.365 eV